(1)
12
Properties=species:S:1:pos:R:3:forces:R:3:mulliken_charge:R:1 method="wB97M-V/def2-TZVPD" e_above_lowest_kj_mol=258.66 e_homo_ev=-9.9032 homo_lumo_gap_ha=0.396 fmax_ev_per_a=0.752 smiles="C#C[C@@H](C)C=O" energy_ev=-7326.6037 e_lumo_ev=0.87
C 1.1174 -1.2435 0.3210 -0.04 -0.04 -0.02 -1.312
C 0.2309 0.0016 0.3281 0.00 0.14 0.16 0.649
C 0.3710 0.9216 -0.9069 -0.22 0.32 -0.14 -0.038
O -0.5116 1.6350 -1.3073 0.72 -0.16 -0.16 -0.432
C -1.2166 -0.0547 0.5689 -0.38 0.52 -0.33 -0.697
C -2.1721 0.6512 0.3314 -0.15 -0.55 0.41 -0.059
H 0.9854 -1.7884 1.2593 0.01 0.06 -0.14 0.343
H 0.9071 -1.9323 -0.5014 -0.10 0.15 0.05 0.338
H 2.1712 -0.9471 0.2563 -0.19 -0.04 -0.03 0.359
H 0.5668 0.6282 1.1651 0.35 0.08 -0.09 0.149
H 1.3468 0.9453 -1.4199 0.17 -0.19 0.16 0.336
H -2.9924 1.3010 0.1296 -0.16 -0.27 0.13 0.363

---

(2)
12
Properties=species:S:1:pos:R:3:forces:R:3:mulliken_charge:R:1 method="wB97M-V/def2-TZVPD" e_above_lowest_kj_mol=397.17 e_homo_ev=-8.1739 homo_lumo_gap_ha=0.338 fmax_ev_per_a=0.980 energy_ev=-7325.1681 e_lumo_ev=1.03
C 0.3775 0.3151 -1.4426 -0.10 -0.14 -0.29 -1.191
C 0.0462 -0.4533 -0.2156 -0.46 0.17 -0.65 1.274
C 0.9468 -0.3595 1.0129 -0.24 0.94 -0.03 -0.970
C -0.1329 0.1397 1.6267 0.21 0.12 0.75 -0.060
C -1.1758 -0.2419 0.6180 0.15 0.49 -0.36 -0.596
O -0.8800 -1.4835 -0.0574 0.12 -0.59 0.23 -0.484
H 1.1741 -0.1612 -2.0190 -0.07 -0.01 -0.03 0.315
H 0.7381 1.3082 -1.1373 -0.14 -0.27 -0.08 0.292
H -0.5210 0.4213 -2.0475 0.11 0.03 -0.20 0.336
H 1.9883 -0.1112 1.1250 0.07 -0.38 0.07 0.358
H -0.2369 0.9854 2.2861 -0.10 -0.32 0.92 0.330
H -2.1606 0.2012 0.4874 0.46 -0.04 -0.32 0.396

---

(3)
12
Properties=species:S:1:pos:R:3:forces:R:3:mulliken_charge:R:1 method="wB97M-V/def2-TZVPD" e_above_lowest_kj_mol=188.76 e_homo_ev=-9.6895 homo_lumo_gap_ha=0.379 fmax_ev_per_a=0.578 smiles="C=C=C(C)C=O" energy_ev=-7327.3281 e_lumo_ev=0.64
C 0.1699 0.8244 -1.6248 0.00 0.04 0.02 -1.140
C 0.1923 0.1220 -0.2910 -0.23 -0.12 0.13 0.528
C -0.7780 -0.4767 0.3509 0.07 -0.08 0.15 0.108
C -1.4282 -1.0801 1.3104 -0.02 0.02 -0.14 -0.747
C 1.3375 0.0795 0.7040 0.26 0.35 0.10 -0.107
O 1.9014 1.0474 1.1464 -0.01 -0.25 -0.52 -0.465
H -0.8580 1.0568 -1.9184 0.17 -0.04 0.09 0.319
H 0.5987 0.1894 -2.4102 -0.01 0.08 0.22 0.282
H 0.7433 1.7561 -1.6046 -0.06 -0.16 0.14 0.338
H -1.5380 -2.1594 1.3255 -0.16 0.09 -0.06 0.264
H -1.8407 -0.5013 2.1329 -0.08 -0.11 -0.14 0.255
H 1.5246 -0.9401 1.1022 0.08 0.20 0.00 0.365

---

(4)
12
Properties=species:S:1:pos:R:3:forces:R:3:mulliken_charge:R:1 method="wB97M-V/def2-TZVPD" e_above_lowest_kj_mol=329.42 e_homo_ev=-9.5858 homo_lumo_gap_ha=0.386 fmax_ev_per_a=3.240 smiles="O=C1C[C@H]2C[C@@H]12" energy_ev=-7325.8704 e_lumo_ev=0.91
O -0.8748 2.3647 -0.2140 -0.23 -0.49 -0.02 -0.562
C -0.6902 1.1918 -0.0085 0.10 0.08 0.23 0.431
C -1.2414 -0.0523 -0.6308 1.79 -1.25 0.11 -0.853
C -0.0048 -0.8680 0.2649 0.29 0.23 -0.58 0.034
C 1.2735 -0.3272 -0.1600 0.54 0.15 -0.17 -0.546
C 0.3620 0.4838 0.7785 0.26 0.46 0.36 -0.345
H -1.5704 -0.9220 -0.0917 -3.18 0.49 0.37 0.371
H -1.3334 -0.0837 -1.7227 0.15 -0.43 0.40 0.274
H -0.1210 -1.7472 0.9283 -0.25 0.50 -0.87 0.336
H 1.3481 -0.0560 -1.2055 0.26 0.19 0.15 0.198
H 2.1643 -0.7436 0.2910 0.13 0.14 0.03 0.272
H 0.6882 0.7599 1.7704 0.14 -0.08 0.01 0.391